1.
{"formula": "C4H6N2OS", "method": "the ωB97M-V functional and the def2-TZVPD basis", "symbols": ["C", "C", "C", "C", "N", "N", "O", "S", "H", "H", "H", "H", "H", "H"], "coordinates": [[-0.22857, 0.85392, -0.28372], [0.21131, -1.44618, -0.09009], [-0.31043, 2.03073, 0.22028], [0.37057, -1.24256, -1.61248], [-0.15148, -0.30951, 0.49378], [-0.17856, -0.10203, 1.88626], [0.41244, -2.51895, 0.39747], [-0.37945, 0.33904, -1.99031], [-0.20309, 2.90631, -0.47535], [-0.28117, 2.18226, 1.33203], [1.33442, -1.38215, -2.19126], [-0.18728, -2.14908, -2.07062], [-1.06485, 0.51000, 2.06219], [0.65613, 0.32820, 2.32184]], "forces_ev_per_a": [[-0.19, -3.08, -1.79], [1.46, -1.47, -1.96], [0.53, 4.09, 0.95], [-0.73, -2.12, -1.80], [0.16, 2.60, 2.14], [-2.46, 0.27, 0.62], [0.04, -0.55, 0.90], [0.07, 0.70, 0.17], [-0.50, -0.89, 1.01], [-0.02, 0.12, -1.54], [-0.42, 0.46, 1.71], [0.25, 1.69, 0.74], [2.35, -1.60, -0.12], [-0.54, -0.23, -1.03]], "mulliken_charge": [0.504, 0.334, -0.778, -0.312, 0.305, -0.925, -0.565, -0.159, 0.221, 0.241, 0.285, 0.262, 0.316, 0.272], "e_tot_ev": -20106.3420, "gap_ev": 9.62, "relative_energy_kj_mol": 289.4, "smiles": "C=C1SCC(=O)N1N"}



2.
{"formula": "C4H6N2OS2", "method": "the ωB97M-V functional and the def2-TZVPD basis", "symbols": ["C", "C", "C", "C", "N", "N", "O", "S", "S", "H", "H", "H", "H", "H", "H"], "coordinates": [[0.79988, 0.88614, 0.04925], [-2.46066, -1.00410, -0.42884], [-1.41238, 1.43227, 0.00931], [3.19635, -0.10477, 0.27770], [-0.15174, 1.85495, -0.16232], [-2.73771, -2.30215, -0.36453], [-2.45701, 1.98241, -0.23938], [-1.58168, -0.19351, 0.80645], [2.34844, 1.45970, 0.01220], [2.45758, -0.98540, 0.05533], [3.49872, -0.10623, 1.43683], [4.17014, -0.19298, -0.15683], [-0.14324, 2.89827, -0.34655], [-3.22190, -2.63719, -1.19106], [-2.30479, -2.98742, 0.24246]], "forces_ev_per_a": [[-0.07, 1.45, -0.45], [-0.28, 0.70, -0.30], [-4.24, -1.49, 0.19], [-0.66, -1.50, 3.38], [1.03, 0.99, 0.09], [0.39, 0.86, -0.19], [1.41, 0.88, -0.27], [0.02, -1.78, 0.15], [0.78, -0.01, -0.44], [1.59, 1.78, 0.37], [-1.00, -0.28, -2.33], [0.23, 0.10, -1.01], [0.75, -1.43, 0.11], [0.24, -0.24, 0.45], [-0.20, -0.05, 0.25]], "mulliken_charge": [-0.387, -0.358, 0.655, -0.727, -0.023, -0.198, -0.494, -0.102, -0.014, 0.260, 0.238, 0.363, 0.303, 0.288, 0.195], "e_tot_ev": -30939.2590, "gap_ev": 7.87, "relative_energy_kj_mol": 353.6}



3.
{"formula": "C4H6N2S", "method": "the ωB97M-V functional and the def2-TZVPD basis", "symbols": ["C", "C", "C", "C", "H", "H", "H", "H", "H", "H", "N", "N", "S"], "coordinates": [[-1.87182, -0.84949, -0.21235], [-0.26939, 0.28537, -1.81741], [0.96553, 0.83208, -1.72672], [0.25825, 0.12688, 0.37599], [-1.85633, -1.90978, -0.43405], [-2.71897, -0.35810, -0.64536], [-1.92042, -0.71906, 0.86791], [-0.86699, 0.19084, -2.70125], [1.70939, 1.25720, -2.40341], [2.15766, 1.09373, 0.04498], [-0.66987, -0.15737, -0.55536], [1.27464, 0.72707, -0.32149], [0.29793, -0.36949, 1.98075]], "forces_ev_per_a": [[-0.21, 0.19, 0.82], [0.67, 0.18, -0.30], [-0.07, -0.40, 2.35], [1.78, -0.23, 0.21], [0.14, -0.14, -0.22], [-0.51, 0.13, -0.44], [-0.34, -0.31, 0.05], [-0.30, -0.20, 0.01], [-0.73, -0.21, 0.16], [-0.94, -0.55, 0.23], [0.10, 0.43, -1.12], [0.43, 0.71, -1.59], [-0.04, 0.40, -0.17]], "mulliken_charge": [-0.906, -0.341, -0.380, 0.104, 0.291, 0.366, 0.293, 0.411, 0.366, 0.201, 0.118, -0.079, -0.444], "e_tot_ev": -18060.6949, "gap_ev": 8.43, "relative_energy_kj_mol": 26.9, "smiles": "Cn1cc[nH]c1=S"}



4.
{"formula": "C4H6N2S", "method": "the ωB97M-V functional and the def2-TZVPD basis", "symbols": ["C", "C", "C", "C", "N", "N", "S", "H", "H", "H", "H", "H", "H"], "coordinates": [[1.86859, -0.56856, 0.00965], [2.24001, 0.70843, 0.12466], [0.14837, 0.68204, -0.48357], [-2.33660, -0.32978, 0.03521], [0.50873, -0.57411, -0.35417], [1.13211, 1.52305, -0.22979], [-1.45080, 1.25647, -0.41915], [2.23366, -1.49248, 0.25734], [3.12922, 1.18221, 0.32416], [0.09706, -1.24404, 0.20153], [-1.59546, -0.87146, 0.57709], [-2.95524, -0.43761, -0.86312], [-3.01966, 0.16584, 0.82017]], "forces_ev_per_a": [[-1.61, -0.34, -0.83], [-3.91, 4.19, -1.21], [-4.70, 2.05, -1.87], [-1.93, 4.60, 1.13], [2.59, -4.84, -1.08], [6.85, 2.01, 2.06], [0.46, -0.57, 0.21], [1.50, -1.79, 0.50], [1.90, 0.68, 0.55], [-2.16, -1.70, 1.46], [-0.24, -1.37, -0.40], [0.59, -1.58, 0.46], [0.67, -1.35, -0.96]], "mulliken_charge": [-0.416, -0.348, 0.295, -0.834, -0.198, -0.469, -0.045, 0.477, 0.462, 0.205, 0.300, 0.317, 0.252], "e_tot_ev": -18054.7076, "gap_ev": [4.83, 7.56], "multiplicity": 3, "relative_energy_kj_mol": 143.0}



5.
{"formula": "C4H6N2S", "method": "the ωB97M-V functional and the def2-TZVPD basis", "symbols": ["C", "C", "C", "C", "N", "N", "S", "H", "H", "H", "H", "H", "H"], "coordinates": [[-0.58287, -0.57321, 0.13529], [1.22480, 0.08808, -0.10326], [-0.56113, 1.66925, 0.11519], [-0.61700, -2.03530, -0.00378], [-1.29263, 0.41338, 0.13090], [0.90043, 1.37198, -0.14038], [2.61187, -0.67440, -0.12068], [-0.90025, 2.51468, -0.46939], [-0.58911, 2.09556, 1.19637], [-0.29469, -2.36092, 0.99429], [0.27177, -2.17309, -0.66712], [-1.55729, -2.39408, -0.45485], [1.38609, 2.05809, -0.61256]], "forces_ev_per_a": [[3.71, 0.11, -1.31], [-4.09, -1.26, 0.54], [1.88, 0.60, 2.98], [1.07, 0.58, -0.25], [-0.56, 1.70, -0.38], [-3.48, 1.29, 1.13], [2.08, -1.59, 0.02], [-0.44, -0.47, -0.73], [-0.32, -0.73, -1.35], [-0.58, -0.78, -0.31], [-0.99, -0.62, 0.34], [0.45, -0.10, 0.66], [1.28, 1.26, -1.33]], "mulliken_charge": [0.691, 0.039, -0.447, -0.988, -0.462, -0.194, -0.292, 0.348, 0.232, 0.320, 0.255, 0.315, 0.183], "e_tot_ev": -18055.6125, "gap_ev": [5.95, 6.58], "multiplicity": 3, "relative_energy_kj_mol": 55.7}



6.
{"formula": "C4H6N2S2", "method": "the ωB97M-V functional and the def2-TZVPD basis", "symbols": ["C", "C", "C", "C", "H", "H", "H", "H", "H", "H", "N", "N", "S", "S"], "coordinates": [[-0.93469, -0.85297, -0.33982], [0.19692, -1.11609, 0.68070], [0.23147, 1.13107, 0.30069], [-0.66413, 0.08988, 0.72065], [-0.72200, 0.81865, -1.62700], [0.34723, -0.34605, -1.93544], [-1.80636, -1.67450, -0.27698], [-0.12859, -1.77148, 1.58411], [2.46256, 1.38793, 0.56207], [-1.44744, 0.33709, 1.50571], [-0.74096, -0.47463, -1.77767], [1.47131, 0.63841, -0.07645], [1.82812, -0.89880, 0.44742], [-0.09344, 2.73147, 0.23201]], "forces_ev_per_a": [[-1.20, -3.67, -2.24], [-4.64, -3.76, 2.99], [1.03, 2.40, -0.06], [-1.68, 1.29, 2.11], [-0.89, -4.51, -1.08], [-2.32, -1.29, 0.21], [1.91, 2.37, 0.19], [0.87, 0.43, -2.07], [-3.99, -2.31, -3.02], [1.35, -0.29, -0.97], [3.09, 5.54, 1.66], [4.68, 5.06, 2.34], [1.99, -1.26, -0.15], [-0.21, 0.00, 0.10]], "mulliken_charge": [-0.220, -0.098, -0.603, 0.157, 0.364, 0.395, 0.303, 0.344, 0.399, 0.387, -0.772, -0.354, -0.072, -0.231], "e_tot_ev": -28890.2900, "gap_ev": 7.41, "relative_energy_kj_mol": 571.3}



7.
{"formula": "C4H6N2S2", "method": "the ωB97M-V functional and the def2-TZVPD basis", "symbols": ["C", "C", "C", "C", "H", "H", "H", "H", "H", "H", "N", "N", "S", "S"], "coordinates": [[0.61343, -0.04167, -1.80019], [1.18487, 1.02505, -0.83756], [-0.30014, 0.44826, 0.88467], [-0.23373, 1.25084, -1.20190], [1.75747, -1.83036, -0.76114], [0.79630, -0.10358, -2.90332], [2.08340, 1.75458, -0.94538], [1.73566, 0.02130, 1.02742], [-1.97886, 0.83368, -0.31849], [-0.54511, 2.16349, -1.63168], [1.01689, 0.60259, 0.60574], [-1.01342, 0.83977, -0.13239], [0.26599, -1.71466, -0.98129], [-0.98222, -0.09974, 2.22810]], "forces_ev_per_a": [[-0.80, 0.84, -0.19], [1.02, -0.15, 2.07], [0.39, -0.64, 1.60], [1.93, -2.03, -1.18], [-2.98, -0.14, -0.32], [0.16, 0.35, 1.35], [-1.82, -1.50, -0.38], [-0.66, 0.25, 0.16], [-1.14, -0.38, 1.02], [-0.22, 0.40, -1.41], [1.47, 0.92, -1.84], [-0.28, 1.75, -2.06], [3.42, 1.28, -1.03], [-0.50, -0.95, 2.23]], "mulliken_charge": [-0.379, -0.074, 0.052, -0.361, 0.149, 0.361, 0.343, 0.255, 0.116, 0.447, -0.171, -0.078, -0.228, -0.430], "e_tot_ev": -28893.6183, "gap_ev": 8.44, "relative_energy_kj_mol": 250.1, "smiles": "S=C1N[C@@H]2[C@H](S)[C@@H]2N1"}



8.
{"formula": "C4H6N2S2", "method": "the ωB97M-V functional and the def2-TZVPD basis", "symbols": ["C", "C", "C", "C", "H", "H", "H", "H", "H", "H", "N", "N", "S", "S"], "coordinates": [[-0.90643, 1.33873, -0.20594], [0.48618, -0.67661, -0.15523], [0.60440, -1.69017, 0.71508], [1.68634, -0.02928, -0.78122], [-2.53816, -0.92023, 0.80825], [-1.84224, 1.72442, -0.62253], [-0.42443, 2.98281, 0.50109], [-0.30235, -2.15951, 1.18940], [1.56735, -2.06526, 1.05420], [1.52606, 0.66038, -1.65913], [-0.77522, -0.00660, -0.46226], [-0.11202, 2.05500, 0.49024], [-2.19438, -0.93060, -0.53063], [3.22491, -0.28308, -0.34133]], "forces_ev_per_a": [[-0.50, 1.35, 0.60], [0.32, 0.84, 0.65], [-1.36, -0.13, 0.36], [0.14, 0.25, -0.55], [0.21, -0.02, -0.70], [0.07, -0.06, -0.05], [-0.52, 1.64, 0.02], [1.04, 0.67, -0.62], [-0.13, 0.07, -0.54], [-0.27, -0.76, 1.05], [1.16, -1.54, -0.07], [0.51, -2.57, -0.67], [-0.19, 0.20, 0.61], [-0.47, 0.06, -0.09]], "mulliken_charge": [-0.058, 0.631, -0.777, -0.280, 0.141, 0.409, 0.249, 0.168, 0.288, 0.270, -0.066, -0.573, -0.156, -0.247], "e_tot_ev": -28893.6650, "gap_ev": 8.04, "relative_energy_kj_mol": 245.6, "smiles": "[H]/N=C/N(S)C(=C)C=S"}



9.
{"formula": "C4H6N3", "method": "the ωB97M-V functional and the def2-TZVPD basis", "symbols": ["C", "C", "C", "C", "N", "N", "N", "H", "H", "H", "H", "H", "H"], "coordinates": [[-1.35032, 0.12152, 1.67944], [2.23260, 1.01907, -0.02456], [0.44229, -0.66687, -2.73551], [-0.63807, -0.45038, -0.64829], [-1.25418, -0.28897, 0.34933], [1.50668, 0.26407, -0.48069], [-0.46436, -0.84397, -1.84995], [-2.22882, 0.80654, 1.64281], [-1.76009, -0.79345, 2.20780], [3.06121, 1.53274, 0.48713], [-0.53532, 0.62078, 2.20128], [1.38612, -0.25265, -2.36085], [0.26326, -1.23164, -3.61366]], "forces_ev_per_a": [[-2.99, -0.36, 1.44], [1.38, -0.03, 0.88], [-0.22, -1.04, 2.49], [-1.53, 0.20, 1.75], [2.44, -0.40, -2.56], [0.45, 0.76, 0.61], [-0.32, 0.05, -1.55], [0.59, -0.21, 0.48], [0.78, 1.15, -0.11], [-0.90, -0.10, -0.57], [0.39, -0.36, -0.59], [-0.22, 0.21, -1.01], [0.17, 0.13, -1.25]], "mulliken_charge": [-0.695, 0.020, -0.167, 0.749, -0.047, -0.443, -0.346, 0.321, 0.312, 0.355, 0.312, 0.317, 0.314], "e_tot_ev": -8705.3658, "gap_ev": [10.05, 10.05], "total_charge": 1, "relative_energy_kj_mol": 302.8}